1.
Below is an isolated ion of composition HN2O3 and charge +1 at a distorted geometry, with properties calculated with ωB97M-V with the def2-TZVPD basis set.

Calculated values
Total charge ... +1
Frontier orbital gap (alpha / beta) ... 8.91 / 9.05 eV
Molecular weight ... 77.0 g/mol
⟨S²⟩ ... 2.007
Multiplicity ... 3

Each line ends with the natural charge from an NBO analysis.
Positions of all 6 atoms, in Å:
O -0.0638 -0.1528 -1.0153  -0.068
O 0.1787 2.0499 -0.1048  -0.042
O 0.1965 -0.0013 0.9372  -0.066
N 0.1508 -1.0444 0.0269  0.242
N 0.1031 0.9220 -0.0154  0.468
H -0.5653 -1.7735 0.1715  0.466

---

2.
Below is a 2-piece molecular cluster, HN2O4S overall at a distorted geometry, with properties calculated with ωB97M-V with the def2-TZVPD basis set.

Calculated values
Total charge ... -1
Frontier orbital gap ... 7.29 eV
Molecular weight ... 125.1 g/mol

Each line ends with the natural charge from an NBO analysis.
Positions of all 8 atoms, in Å:
S -0.9748 -1.2256 1.8694  1.709
O 0.8052 1.5835 0.0677  -0.611
O -0.3821 -0.0712 -0.5408  -0.564
O -2.2715 -1.6865 1.5249  -0.881
O 0.0425 -2.2419 1.7703  -0.875
N 0.4448 0.7782 -0.7900  0.581
N 0.8047 1.0353 -2.0058  -0.661
H 1.5313 1.8282 -1.8955  0.303